[1]
26
Properties=species:S:1:pos:R:3:nbo_charge:R:1 method="wB97M-V/def2-TZVPD" gap_ev=9.4 homo_energy_ha=-0.31090 e_above_lowest_kj_mol=299.28 lumo_energy_ev=0.90
H -3.87 1.19 0.01 0.319
N -3.33 1.14 0.87 -0.750
C -2.08 1.47 0.70 0.205
C -1.45 2.00 -0.56 -0.687
H -1.53 1.70 1.61 0.170
H -2.05 1.75 -1.44 0.208
H -0.46 1.56 -0.68 0.218
H -1.34 3.08 -0.48 0.227
C 2.46 0.69 0.43 -0.429
C 2.40 0.04 -0.72 -0.164
C 3.01 -1.29 -0.99 -0.651
H 2.99 0.28 1.28 0.195
H 2.02 1.66 0.57 0.206
H 1.88 0.50 -1.56 0.195
H 2.24 -2.00 -1.32 0.217
H 3.50 -1.69 -0.11 0.212
H 3.74 -1.22 -1.80 0.222
C -1.18 -1.41 -0.46 -0.427
N -1.29 -0.63 0.77 -0.468
N -0.29 -0.90 1.74 -0.664
H -2.05 -1.19 -1.08 0.205
H -1.14 -2.49 -0.27 0.171
H -0.28 -1.11 -0.99 0.187
H -2.29 -0.66 1.18 0.403
H 0.60 -0.57 1.37 0.357
H -0.19 -1.90 1.91 0.322

[2]
26
Properties=species:S:1:pos:R:3:nbo_charge:R:1 method="wB97M-V/def2-TZVPD" total_charge=+2 gap_ev="8.4 / 8.8" homo_energy_ha="-0.65742 / -0.66160" e_above_lowest_kj_mol=591.16 lumo_energy_ev="-9.53 / -9.25"
C 0.81 1.41 1.43 0.636
C 1.76 0.74 2.26 -0.845
C -0.41 -2.20 0.14 -0.684
C -2.45 -0.98 -0.51 -0.576
C 0.97 1.24 -2.13 -0.390
C -1.12 -0.83 0.26 -0.138
N 0.37 2.60 1.41 -0.714
N -0.48 0.26 -0.43 -0.106
N 0.40 -0.01 -1.49 -0.445
H 2.76 0.52 1.66 0.323
H 1.86 1.13 3.24 0.308
H 1.55 -0.26 2.67 0.333
H -0.35 -2.60 -0.78 0.223
H 0.56 -2.41 0.55 0.240
H -0.93 -2.89 0.84 0.273
H -3.17 -0.14 -0.57 0.254
H -2.86 -1.88 -0.04 0.262
H -2.26 -1.12 -1.49 0.193
H 0.92 1.22 -3.18 0.254
H 0.40 1.95 -1.68 0.227
H 1.96 1.34 -1.86 0.221
H -1.55 -0.60 1.26 0.274
H 0.84 3.49 1.90 0.468
H -0.49 3.01 1.04 0.471
H 1.32 -0.53 -1.41 0.458
H -0.21 -0.32 -2.38 0.480

[3]
32
Properties=species:S:1:pos:R:3:nbo_charge:R:1 method="wB97M-V/def2-TZVPD" total_charge=+2 gap_ev=8.7 homo_energy_ha=-0.55595 e_above_lowest_kj_mol=2.36 lumo_energy_ev=-6.39
H 4.89 -0.92 -0.27 0.361
N 3.97 -1.21 -0.69 -0.130
N 3.10 -0.42 -0.47 -0.130
C 1.80 -0.25 -0.61 0.697
N 1.24 0.27 -1.66 -0.445
N 1.81 0.87 -2.71 0.269
O 1.50 2.37 -2.73 -0.345
C 1.94 3.03 -1.58 -0.311
O 3.17 0.69 -2.81 -0.334
C 3.69 1.07 -4.05 -0.314
O 1.05 -0.52 0.47 -0.586
S -0.60 -0.25 0.30 0.543
C -1.02 -0.01 2.08 -0.555
C -1.83 -1.10 2.72 -0.443
C -3.20 -1.29 2.08 -0.253
N -3.81 -2.52 2.67 -0.732
H 1.13 0.58 -3.47 0.459
H 1.29 4.03 -1.47 0.254
H 2.93 3.55 -1.71 0.210
H 1.86 2.32 -0.78 0.186
H 4.80 1.09 -4.04 0.255
H 3.28 2.04 -4.50 0.229
H 3.39 0.33 -4.80 0.199
H -0.03 0.12 2.48 0.274
H -1.58 0.97 2.12 0.248
H -1.17 -2.05 2.53 0.232
H -2.14 -0.79 3.80 0.241
H -3.04 -1.32 0.99 0.236
H -3.81 -0.36 2.30 0.242
H -3.06 -3.30 2.45 0.473
H -4.73 -2.90 2.17 0.487
H -3.95 -2.18 3.72 0.484

The records above yield DFT total energy values of -402.96018, -402.18314, -1135.57799 Ha, respectively.